[1]
The following is a DFT calculation (ωB97M-V/def2-TZVPD) of a structure of composition C34H52AgO20S at a distorted geometry.

Summary:
maximum force = 5.2 eV Å⁻¹
calculated total energy = -3376.5113 Eh

```
! wB97M-V def2-TZVPD RIJCOSX def2/J DEFGRID3
* xyz 1 1
Ag 19.21 4.88 -18.36
O 20.46 6.13 -20.26
C 20.78 6.06 -21.41
O 21.36 5.01 -22.04
C 21.86 5.24 -23.34
C 21.15 6.58 -23.66
C 20.82 7.26 -22.32
H 21.60 4.40 -23.98
H 22.94 5.34 -23.32
H 20.18 6.31 -24.09
H 21.67 7.23 -24.36
H 19.83 7.72 -22.32
H 21.54 8.01 -22.02
O 19.37 3.57 -24.43
C 18.61 2.81 -23.82
O 17.83 3.29 -22.76
C 17.10 2.22 -22.25
C 16.93 1.23 -23.33
C 18.26 1.29 -24.08
H 16.10 2.55 -21.97
H 17.56 1.93 -21.31
H 16.05 1.50 -23.91
H 16.80 0.21 -22.99
H 18.15 1.17 -25.16
H 18.98 0.65 -23.56
O 17.16 4.81 -19.77
C 16.32 4.06 -19.29
O 16.71 3.03 -18.43
C 15.63 2.19 -18.08
C 14.38 2.89 -18.64
C 14.87 4.00 -19.53
H 15.60 2.04 -17.00
H 15.63 1.17 -18.46
H 13.64 3.24 -17.92
H 13.88 2.18 -19.30
H 14.42 4.97 -19.33
H 14.76 3.72 -20.58
O 18.97 3.70 -16.27
C 18.23 3.01 -15.54
O 18.19 1.63 -15.60
C 17.47 1.11 -14.52
C 17.45 2.22 -13.48
C 17.43 3.43 -14.35
H 17.92 0.18 -14.14
H 16.48 0.81 -14.86
H 18.36 2.26 -12.89
H 16.57 2.18 -12.83
H 17.83 4.36 -13.93
H 16.44 3.60 -14.75
O 17.17 6.17 -16.10
C 17.19 6.98 -17.03
O 18.24 7.16 -17.91
C 17.97 8.15 -18.89
C 16.56 8.66 -18.58
C 16.14 8.08 -17.26
H 18.03 7.73 -19.89
H 18.79 8.84 -18.72
H 15.91 8.34 -19.40
H 16.68 9.74 -18.58
H 15.14 7.65 -17.36
H 16.21 8.72 -16.38
O 20.55 10.76 -16.14
C 21.17 10.20 -17.00
O 21.45 8.90 -16.92
C 21.93 8.37 -18.13
C 22.35 9.56 -18.99
C 21.65 10.75 -18.35
H 21.27 7.68 -18.64
H 22.80 7.80 -17.80
H 21.94 9.39 -19.98
H 23.42 9.76 -18.95
H 20.76 11.06 -18.90
H 22.34 11.57 -18.17
O 20.00 2.61 -19.69
C 20.40 1.44 -19.69
O 20.58 0.59 -20.75
C 20.97 -0.66 -20.35
C 21.50 -0.40 -18.97
C 20.65 0.65 -18.40
H 21.75 -1.05 -21.01
H 20.12 -1.34 -20.42
H 22.50 0.00 -19.16
H 21.67 -1.24 -18.29
H 21.05 1.28 -17.61
H 19.78 0.16 -17.96
O 21.61 5.18 -17.61
C 22.66 4.53 -17.69
O 23.53 4.67 -18.69
C 24.45 3.55 -18.69
C 24.24 2.77 -17.37
C 23.19 3.65 -16.57
H 25.52 3.67 -18.83
H 24.17 3.06 -19.63
H 25.09 2.56 -16.73
H 23.91 1.74 -17.49
H 23.62 4.28 -15.79
H 22.38 3.09 -16.10
C 20.49 6.40 -14.69
C 20.74 7.50 -13.58
O 20.80 6.89 -12.32
S 20.99 5.30 -12.47
O 19.75 4.70 -12.13
O 22.21 4.87 -11.68
O 21.11 5.23 -14.12
H 20.99 6.63 -15.63
H 19.42 6.27 -14.84
H 19.92 8.21 -13.47
H 21.57 8.12 -13.89
*
```



[2]
The following is a DFT calculation (ωB97M-V/def2-TZVPD) of the molecule C4H8O2.

Summary:
maximum force = 0.7 eV Å⁻¹
calculated total energy = -307.6777 Eh
structure (SMILES) = CCCOC=O
energy relative to the best compared isomer or geometry (same formula, charge and spin) = 0.9450 eV

```
! wB97M-V def2-TZVPD RIJCOSX def2/J DEFGRID3
* xyz 0 1
C -1.03 0.58 -0.67
C -0.94 0.08 0.78
C 0.41 -0.57 1.08
O 1.43 0.19 0.39
C 1.62 -0.11 -0.90
O 1.32 -1.14 -1.45
H -2.06 0.63 -1.03
H -0.59 1.57 -0.78
H -0.53 -0.12 -1.35
H -1.73 -0.64 0.98
H -1.09 0.92 1.47
H 0.68 -0.53 2.14
H 0.45 -1.61 0.74
H 2.06 0.76 -1.40
*
```



[3]
The following is a DFT calculation (ωB97M-V/def2-TZVPD) of a structure of composition C20H23N3O3 at a distorted geometry.

Summary:
maximum force = 16.9 eV Å⁻¹
calculated total energy = -1165.3512 Eh
energy relative to the best compared isomer or geometry (same formula, charge and spin) = 17.3324 eV

```
! wB97M-V def2-TZVPD RIJCOSX def2/J DEFGRID3
* xyz 0 1
C 0.79 3.34 2.76
H 1.34 4.21 2.99
H 0.55 2.62 3.50
H -0.01 3.67 2.17
C 1.93 2.71 1.73
N 1.17 1.44 1.40
C 0.68 0.48 2.33
C 1.56 0.14 3.43
C 1.20 -0.88 4.32
C 0.09 -1.74 3.90
C -0.51 -1.79 2.84
C -0.05 -0.65 1.95
H -0.67 -0.33 0.84
H -1.36 -2.38 2.46
H -0.05 -2.56 4.57
H 1.51 -0.92 5.35
H 2.14 0.98 3.72
C 0.69 1.41 0.04
H 1.54 1.71 -0.71
H 0.58 0.29 -0.27
C -0.51 2.07 -0.24
N -1.22 1.71 -1.36
C -1.99 0.60 -1.71
O -2.46 -0.05 -0.73
C -2.14 0.34 -3.27
C -1.87 -0.88 -3.84
C -2.50 -1.79 -3.02
O -3.60 -2.48 -3.15
N -1.76 -2.47 -1.92
C -0.44 -2.12 -1.83
C 0.42 -2.74 -0.74
C 1.82 -2.24 -0.62
C 2.28 -1.50 -1.54
C 1.60 -0.84 -2.63
C 0.25 -1.23 -2.74
O -0.47 -1.04 -3.81
H 2.18 -0.35 -3.44
H 3.11 -1.20 -1.31
H 2.25 -2.67 0.29
H -0.14 -3.36 0.16
H -2.29 -3.13 -1.41
H -2.35 -0.96 -4.57
H -2.01 1.39 -3.76
H -3.48 0.62 -3.23
H -0.62 2.22 -2.26
H -1.39 1.70 0.33
H -0.59 3.22 -0.21
H 2.63 2.41 2.27
H 2.19 3.06 0.96
*
```



[4]
The following is a DFT calculation (ωB97M-V/def2-TZVPD) of the ion C5H5O2 with charge -1 at a distorted geometry.

Summary:
maximum force = 3.7 eV Å⁻¹
calculated total energy = -343.9204 Eh
energy relative to the best compared isomer or geometry (same formula, charge and spin) = 3.1400 eV

```
! wB97M-V def2-TZVPD RIJCOSX def2/J DEFGRID3
* xyz -1 1
C 0.89 1.09 0.04
C 1.73 0.00 0.16
C -0.50 1.10 -0.07
C -0.45 -1.56 -0.02
C -1.27 -0.24 -0.07
O 2.81 -0.54 0.05
O -1.19 2.08 -0.43
H 1.40 2.00 0.43
H 0.43 -1.55 -0.69
H -0.12 -1.74 0.96
H -1.97 -0.36 0.77
H -1.76 -0.28 -1.12
*
```



[5]
The following is a DFT calculation (ωB97M-V/def2-TZVPD) of the molecule C7H10N6O2 at a distorted geometry.

Summary:
maximum force = 4.9 eV Å⁻¹
calculated total energy = -751.7477 Eh
structure (SMILES) = N[C@@]12CC(=O)O[C@@](N)(N1)c1[nH]cnc1N2
energy relative to the best compared isomer or geometry (same formula, charge and spin) = 0.0000 eV

```
! wB97M-V def2-TZVPD RIJCOSX def2/J DEFGRID3
* xyz 0 1
C -3.46 0.15 -0.57
C -1.42 -0.36 0.02
C -1.48 0.91 -0.53
C -0.32 -0.96 0.74
C 1.04 -1.83 -1.04
C 0.89 0.77 -0.27
C 1.13 -0.29 -1.38
N -2.68 1.16 -1.00
N -2.71 -0.83 -0.05
N -0.38 1.62 -0.65
N 0.58 0.13 0.98
N -0.71 -1.55 1.94
N 1.95 1.68 -0.25
O 0.13 -2.12 -0.08
O 1.74 -2.65 -1.58
H -4.37 -0.01 -1.11
H 2.16 -0.02 -1.79
H 0.37 -0.19 -2.19
H -3.01 -1.63 0.50
H -0.09 2.18 -1.45
H 1.42 -0.18 1.44
H 0.04 -2.18 2.28
H -1.58 -2.11 1.76
H 2.30 2.02 -1.18
H 1.63 2.50 0.37
*
```



[6]
The following is a DFT calculation (ωB97M-V/def2-TZVPD) of a structure of composition C25H36F6N10OSbTcTe at a distorted geometry.

Summary:
maximum force = 2.6 eV Å⁻¹
calculated total energy = -2785.3056 Eh
energy relative to the best compared isomer or geometry (same formula, charge and spin) = 0.8527 eV

```
! wB97M-V def2-TZVPD RIJCOSX def2/J DEFGRID3
* xyz 0 3
Tc -0.45 -0.37 -0.04
C 1.61 -2.43 -1.04
N 0.58 -2.35 0.02
C -0.36 -3.49 -0.21
C 1.26 -2.53 1.34
C 1.34 -1.24 2.11
C 1.97 -1.22 3.35
C 2.11 -0.04 4.04
C 1.61 1.14 3.49
C 0.96 1.12 2.27
C 0.82 -0.07 1.56
H 2.08 -3.42 -0.99
H 2.37 -1.67 -0.89
H 1.16 -2.29 -2.02
H 0.22 -4.42 -0.20
H -0.84 -3.37 -1.17
H -1.11 -3.53 0.57
H 2.27 -2.89 1.15
H 0.74 -3.29 1.91
H 2.35 -2.15 3.77
H 2.60 -0.03 5.00
H 1.74 2.08 4.02
H 0.57 2.04 1.86
N -3.21 0.97 -1.77
C -3.40 -0.34 -1.35
N -4.54 -1.00 -1.33
N -4.28 -2.11 -0.64
N -3.05 -2.12 -0.26
N -2.43 -1.02 -0.74
C -2.56 1.80 -0.88
N -2.92 3.05 -0.63
N -2.04 3.48 0.28
N -1.19 2.56 0.58
N -1.49 1.46 -0.15
H -4.05 1.39 -2.16
F -1.64 -0.78 1.66
Sb -2.82 -1.93 2.88
F -2.05 -0.56 4.02
F -1.25 -2.95 3.01
F -3.62 -2.38 4.52
F -3.70 -3.45 2.23
F -4.13 -0.67 2.37
C 2.28 2.44 -0.38
C 3.26 1.40 -0.92
C 3.70 0.36 0.11
C 2.81 0.76 -2.23
C 3.77 0.70 -3.23
C 3.49 0.21 -4.49
C 2.19 -0.16 -4.78
C 1.18 -0.12 -3.82
C -0.23 -0.34 -4.33
C -1.02 0.97 -4.20
C -0.99 -1.54 -3.77
C 1.52 0.27 -2.51
O 0.58 0.21 -1.52
H 2.69 2.89 0.53
H 1.31 2.01 -0.13
H 2.12 3.22 -1.11
H 4.16 1.96 -1.19
H 2.93 -0.38 0.31
H 3.94 0.84 1.06
H 4.59 -0.17 -0.25
H 4.77 1.06 -3.01
H 4.26 0.17 -5.25
H 1.93 -0.47 -5.79
H -0.13 -0.54 -5.40
H -1.16 1.24 -3.16
H -2.01 0.87 -4.66
H -0.49 1.78 -4.70
H -1.20 -1.44 -2.71
H -0.44 -2.46 -3.94
H -1.95 -1.64 -4.27
C -3.00 1.85 5.12
Te -2.51 2.04 3.08
C -1.25 3.71 3.38
H -2.09 1.55 5.64
H -3.74 1.06 5.21
H -3.37 2.80 5.50
H -1.80 4.47 3.93
H -0.95 4.06 2.40
H -0.39 3.38 3.96
*
```



[7]
The following is a DFT calculation (ωB97M-V/def2-TZVPD) of a cluster of 2 separate species, C5H12OS in total at a distorted geometry.

Summary:
maximum force = 4.4 eV Å⁻¹
calculated total energy = -670.8746 Eh
energy relative to the best compared isomer or geometry (same formula, charge and spin) = 7.0389 eV

```
! wB97M-V def2-TZVPD RIJCOSX def2/J DEFGRID3
* xyz 0 1
C 2.82 1.64 -0.77
C 1.81 0.77 -1.14
C 0.68 1.31 -1.99
S -0.80 1.66 -1.05
H 2.94 2.00 0.25
H 3.50 2.00 -1.54
H 1.86 -0.28 -0.84
H 0.48 0.61 -2.80
H 1.06 2.23 -2.45
H -1.54 0.47 -0.37
H -1.19 2.93 -0.92
C -1.34 -2.65 1.79
C -1.57 -1.15 1.61
O -1.78 -0.88 0.28
H -0.46 -2.99 1.23
H -1.17 -2.89 2.85
H -2.21 -3.23 1.46
H -0.69 -0.66 2.09
H -2.39 -0.89 2.31
*
```



[8]
The following is a DFT calculation (ωB97M-V/def2-TZVPD) of a structure of composition C18H39BeCaCl6F6N3O8PS at a distorted geometry.

Summary:
maximum force = 16.2 eV Å⁻¹
calculated total energy = -6267.2764 Eh

```
! wB97M-V def2-TZVPD RIJCOSX def2/J DEFGRID3
* xyz 1 1
C -2.56 3.50 0.29
C -2.82 3.39 -1.28
C -3.15 4.87 -1.80
C -1.59 2.85 -2.09
C -1.86 1.46 -2.76
C -1.88 0.25 -1.74
C -3.13 1.45 -3.76
O -4.08 0.35 -3.46
C -5.01 0.81 -2.57
C -5.45 0.39 -1.25
N -6.43 1.30 -0.81
C -6.66 2.28 -1.74
N -5.81 1.96 -2.75
H -2.90 4.49 0.70
H -3.24 2.73 0.78
H -1.52 3.21 0.57
H -3.77 2.81 -1.40
H -3.81 4.75 -2.71
H -2.22 5.43 -2.03
H -3.79 5.40 -1.04
H -0.75 2.70 -1.37
H -1.28 3.59 -2.87
H -0.97 1.25 -3.42
H -2.13 -0.71 -2.26
H -2.55 0.46 -0.87
H -0.81 0.14 -1.42
H -2.77 1.22 -4.79
H -3.65 2.44 -3.83
H -5.06 -0.47 -0.68
H -6.94 1.32 0.07
H -7.35 3.15 -1.67
H -5.76 2.55 -3.58
C -1.23 -1.55 3.55
C -1.39 -1.81 2.08
O -0.47 -2.20 1.38
N -2.62 -1.61 1.53
C -3.83 -1.16 2.17
H -0.20 -1.76 3.84
H -1.45 -0.51 3.77
H -1.89 -2.21 4.12
H -2.66 -1.80 0.54
H -4.59 -1.93 2.03
H -4.14 -0.24 1.67
H -3.70 -0.97 3.23
Cl 5.03 -3.43 -0.28
C 3.47 -2.64 0.11
C 2.44 -2.87 -0.96
Cl 2.84 -2.01 -2.47
H 3.66 -1.58 0.27
H 3.13 -3.07 1.05
H 1.47 -2.48 -0.63
H 2.32 -3.92 -1.20
C 7.83 -4.89 2.08
O 6.75 -4.23 2.76
H 8.71 -4.92 2.75
H 7.54 -5.91 1.82
H 8.09 -4.33 1.18
H 5.99 -4.21 2.16
F -4.26 8.86 1.33
P -4.14 7.49 2.21
F -2.84 6.48 2.17
F -4.99 6.19 2.74
F -3.03 8.28 3.11
F -4.45 6.94 0.69
F -5.26 8.15 3.20
Be 7.74 -4.85 4.59
O 6.29 -7.73 4.48
S 7.02 -7.07 5.55
O 7.91 -5.95 5.00
O 7.78 -8.01 6.33
O 6.03 -6.36 6.44
Ca 4.14 -6.15 7.40
C 9.15 -1.17 0.18
Cl 8.89 0.58 0.18
Cl 10.29 -1.62 1.45
Cl 7.62 -2.03 0.38
H 9.58 -1.45 -0.79
C -0.29 0.21 -6.28
O -0.43 -0.83 -5.33
H 0.76 0.52 -6.31
H -0.58 -0.15 -7.27
H -0.91 1.06 -5.99
H -1.36 -1.09 -5.33
Cl 9.95 -3.36 -1.15
*
```



[9]
The following is a DFT calculation (ωB97M-V/def2-TZVPD) of a cluster of 2 separate species, C30H44N3O in total at a distorted geometry.

Summary:
maximum force = 2.3 eV Å⁻¹
calculated total energy = -1408.8162 Eh

```
! wB97M-V def2-TZVPD RIJCOSX def2/J DEFGRID3
* xyz 1 1
C 0.73 2.91 -1.74
N 1.46 2.56 -0.54
C 1.94 3.57 0.26
O 1.95 4.76 -0.02
C 2.41 2.94 1.55
C 1.53 3.37 2.73
C 0.06 3.14 2.44
C -0.65 4.11 1.73
C -1.99 3.91 1.40
C -2.64 2.74 1.80
C -1.94 1.78 2.54
C -0.60 1.99 2.88
N 2.33 1.50 1.25
C 2.48 0.60 2.24
C 2.02 -0.72 2.19
C 2.70 -1.76 2.81
C 2.48 -3.15 2.51
C 3.42 -4.13 2.92
C 3.35 -5.43 2.45
C 2.31 -5.81 1.58
C 1.33 -4.88 1.23
C 1.38 -3.58 1.71
C 1.82 1.21 -0.11
C 2.80 0.48 -1.12
C 4.06 1.34 -1.30
C 2.08 0.24 -2.45
C 3.21 -0.89 -0.62
H 0.11 3.79 -1.53
H 1.42 3.16 -2.56
H 0.09 2.07 -2.03
H 3.46 3.23 1.72
H 1.84 2.83 3.64
H 1.71 4.44 2.87
H -0.14 5.03 1.41
H -2.52 4.67 0.82
H -3.68 2.57 1.53
H -2.43 0.86 2.86
H -0.06 1.26 3.48
H 3.00 0.96 3.13
H 1.10 -0.92 1.62
H 3.59 -1.52 3.40
H 4.24 -3.81 3.58
H 4.12 -6.15 2.73
H 2.28 -6.82 1.18
H 0.52 -5.17 0.56
H 0.59 -2.86 1.46
H 0.91 0.60 -0.03
H 4.59 1.45 -0.34
H 4.74 0.84 -2.00
H 3.83 2.33 -1.70
H 1.09 -0.20 -2.28
H 1.98 1.14 -3.07
H 2.65 -0.48 -3.05
H 2.33 -1.53 -0.44
H 3.81 -1.38 -1.40
H 3.82 -0.85 0.28
C 6.73 0.99 5.62
C 6.01 -0.35 5.74
C 4.50 -0.19 5.67
N 3.78 -1.44 5.38
C 2.43 -1.46 5.94
C 1.89 -2.88 6.12
C 0.37 -2.89 6.17
H 7.82 0.84 5.66
H 6.50 1.48 4.67
H 6.46 1.67 6.43
H 6.36 -1.03 4.96
H 6.25 -0.81 6.71
H 4.12 0.24 6.62
H 4.22 0.51 4.87
H 4.32 -2.25 5.72
H 2.40 -0.94 6.91
H 1.79 -0.88 5.26
H 2.24 -3.53 5.30
H 2.31 -3.28 7.05
H 0.00 -3.90 6.37
H 0.00 -2.23 6.97
H -0.06 -2.55 5.22
*
```